# C5H7N

One molecule with the formula C5H7N (ωB97M-V/def2-TZVPD, OMol25).

```
13
C5H7N, DFT ωB97M-V/def2-TZVPD
C 0.582 -1.090 0.500
C 0.944 -0.309 -0.741
C 0.486 1.126 -0.571
C -0.673 1.315 0.051
N -1.467 0.174 0.425
C -0.620 -0.840 1.011
H 1.243 -1.863 0.877
H 0.344 -0.861 -1.480
H 1.989 -0.384 -1.055
H 1.115 1.963 -0.866
H -1.055 2.279 0.376
H -1.878 -0.201 -0.435
H -1.011 -1.308 1.908
```

Results
Spin multiplicity ... 1
Lowest unoccupied orbital energy ... 1.1 eV
Frontier orbital gap ... 10.124 eV
Total charge ... 0
SMILES ... C1=CNC=CC1
HOMO energy ... -8.996 eV
Max |F| ... 0.75 eV/Å
ΔE to the lowest compared entry with this formula, charge and spin ... 36.9 kcal per mole

---

# C29H51FO6

A 2-piece molecular cluster, C29H51FO6 overall at a distorted geometry (ωB97M-V/def2-TZVPD, OMol25).

```
87
C29H51FO6, DFT ωB97M-V/def2-TZVPD
C 5.316 -2.153 2.874
C 4.711 -1.721 1.555
O 3.432 -2.250 1.294
C 2.431 -1.733 2.156
C 1.047 -1.896 1.539
C 1.045 -1.861 0.000
C -0.085 -1.009 -0.586
C -1.397 -1.782 -0.411
C -2.631 -1.055 -0.824
C -3.728 -0.829 -0.068
C -3.811 -1.234 1.380
C -5.191 -1.377 2.011
C -6.035 -0.113 2.219
C -5.352 1.246 2.115
C -4.544 1.652 3.363
C -3.093 2.047 3.071
C -2.977 3.091 1.947
C -1.823 2.850 0.957
C -0.554 3.654 1.295
C 0.147 4.238 0.078
C 0.908 3.216 -0.766
O 2.174 3.710 -1.166
C 2.222 4.189 -2.506
C -4.858 -0.137 -0.766
O -6.039 -0.456 -0.658
C -4.434 0.960 -1.691
C -3.345 0.738 -2.415
F -2.885 1.608 -3.314
C -2.612 -0.560 -2.234
O -2.079 -1.161 -3.164
H 6.277 -1.677 3.027
H 4.702 -1.879 3.724
H 5.447 -3.230 2.901
H 4.710 -0.629 1.508
H 5.362 -2.053 0.753
H 2.448 -2.303 3.085
H 2.633 -0.700 2.433
H 0.608 -2.826 1.880
H 0.424 -1.083 1.903
H 2.001 -1.545 -0.394
H 0.876 -2.877 -0.342
H 0.135 -0.898 -1.640
H -0.157 -0.045 -0.090
H -1.326 -2.657 -1.058
H -1.447 -2.152 0.600
H -3.356 -2.210 1.460
H -3.179 -0.556 1.952
H -5.016 -1.867 2.962
H -5.761 -2.072 1.403
H -6.898 -0.128 1.568
H -6.430 -0.179 3.229
H -6.169 1.955 2.028
H -4.756 1.368 1.217
H -5.003 2.521 3.822
H -4.612 0.867 4.107
H -2.453 1.184 2.918
H -2.702 2.517 3.970
H -3.903 3.192 1.395
H -2.788 4.053 2.406
H -1.579 1.794 0.910
H -2.138 3.135 -0.044
H -0.791 4.485 1.950
H 0.138 3.003 1.825
H -0.549 4.797 -0.540
H 0.889 4.939 0.447
H 1.088 2.315 -0.183
H 0.306 2.920 -1.625
H 2.638 3.415 -3.147
H 2.883 5.047 -2.522
H 1.240 4.486 -2.859
H -5.009 1.866 -1.763
C 6.091 -2.743 -4.635
O 6.034 -3.032 -3.250
C 5.756 -1.893 -2.449
C 4.306 -1.844 -2.022
O 3.435 -1.649 -3.127
C 2.803 -2.841 -3.560
H 6.075 -3.691 -5.171
H 5.239 -2.141 -4.958
H 7.021 -2.218 -4.880
H 6.029 -0.975 -2.978
H 6.384 -1.967 -1.555
H 4.168 -0.989 -1.352
H 4.034 -2.748 -1.470
H 2.011 -3.130 -2.859
H 3.515 -3.663 -3.659
H 2.354 -2.644 -4.532
```

Results
Spin multiplicity ... 1
Lowest unoccupied orbital energy ... -0.9 eV
Frontier orbital gap ... 8.227 eV
Total charge ... 0
SMILES ... CCOCCCCCC1=C(CCCCCCCCCCCOC)C(=O)C=C(F)C1=O.COCCOC
HOMO energy ... -9.165 eV
Max |F| ... 1.88 eV/Å
ΔE to the lowest compared entry with this formula, charge and spin ... 0.0 kcal per mole

---

Q: Look up the HOMO energy of the first one.
A: -8.996 eV